C5H7N | wB97M-V/def2-TZVPD

## Properties
structure (SMILES) = CC#C[C@H]1CN1
HOMO-LUMO gap = 10.02 eV
energy relative to the best compared isomer or geometry (same formula, charge and spin) = 3.145 eV
E_LUMO = 0.0378 Ha

XYZ file:
```
13
Properties=species:S:1:pos:R:3:nbo_charge:R:1
C 0.17 -0.47 -2.78 -0.687
C 0.35 -0.41 -1.33 0.043
C 0.21 -0.18 -0.15 -0.072
C -0.48 0.39 0.98 -0.149
C -0.37 -0.01 2.40 -0.245
N 0.14 1.29 1.96 -0.564
H -0.67 -1.13 -3.00 0.236
H 1.04 -0.79 -3.35 0.236
H -0.10 0.54 -3.10 0.236
H -1.45 0.74 0.65 0.214
H 0.33 -0.79 2.68 0.199
H -1.28 0.04 3.00 0.199
H 1.15 1.25 1.87 0.353
```

---

C5H15N3 | wB97M-V/def2-TZVPD

## Properties
structure (SMILES) = CN[C@H](CN)CCN
HOMO-LUMO gap = 9.85 eV
energy relative to the best compared isomer or geometry (same formula, charge and spin) = 2.642 eV
E_LUMO = 0.0402 Ha

XYZ file:
```
23
Properties=species:S:1:pos:R:3:nbo_charge:R:1
C 0.96 -2.64 0.05 -0.417
N 0.75 -1.37 0.71 -0.645
C 0.29 -0.22 -0.06 -0.028
C 0.94 1.09 0.54 -0.234
N 2.29 1.35 0.07 -0.898
C -1.24 -0.26 -0.02 -0.439
C -2.20 0.69 -0.87 -0.226
N -2.35 1.98 -0.05 -0.854
H 1.86 -2.64 -0.56 0.173
H 0.15 -3.08 -0.61 0.200
H 1.06 -3.38 0.84 0.203
H 1.66 -1.05 1.11 0.360
H 0.75 -0.24 -1.24 0.140
H 1.03 0.91 1.71 0.188
H 0.40 2.06 0.38 0.200
H 3.10 1.22 0.60 0.383
H 2.36 1.58 -0.94 0.374
H -1.47 -1.29 -0.29 0.208
H -1.37 -0.25 1.08 0.211
H -1.93 0.80 -1.92 0.196
H -3.23 0.20 -0.84 0.188
H -1.84 1.85 0.90 0.364
H -1.98 2.72 -0.61 0.355
```

---

C8H19NSi2 | wB97M-V/def2-TZVPD

## Properties
structure (SMILES) = CC1(C)C=NC(C)(C)C1([SiH3])[SiH3]
HOMO-LUMO gap = 10.23 eV
energy relative to the best compared isomer or geometry (same formula, charge and spin) = 4.392 eV
E_LUMO = 0.0267 Ha

XYZ file:
```
30
Properties=species:S:1:pos:R:3:nbo_charge:R:1
C -1.28 1.48 1.70 -0.635
C -0.16 0.76 1.00 -0.150
C 0.53 -0.04 2.22 -0.609
C 0.81 1.64 0.38 0.088
N 1.40 1.33 -0.64 -0.374
C 0.90 -0.07 -0.97 0.090
C 2.08 -0.97 -0.48 -0.640
C 0.86 -0.49 -2.51 -0.604
C -0.44 -0.16 -0.26 -0.801
Si -1.81 0.89 -1.28 0.869
Si -1.01 -1.96 0.08 0.906
H -2.06 0.83 2.15 0.232
H -1.84 2.35 1.17 0.219
H -0.90 2.21 2.55 0.225
H 0.24 0.34 3.15 0.215
H 1.61 0.10 2.02 0.215
H 0.29 -1.06 2.39 0.219
H 1.21 2.39 1.04 0.183
H 2.01 -1.97 -0.90 0.207
H 2.11 -1.09 0.62 0.213
H 3.10 -0.64 -0.83 0.237
H 1.72 -0.22 -3.02 0.221
H 0.11 -0.03 -3.03 0.203
H 0.66 -1.54 -2.43 0.202
H -3.02 1.28 -0.58 -0.152
H -2.25 -0.20 -2.13 -0.180
H -1.13 2.05 -2.04 -0.120
H -0.04 -2.72 0.74 -0.177
H -1.47 -2.94 -1.00 -0.136
H -2.21 -1.57 0.90 -0.167
```

---

C26H84N6O13 | wB97M-V/def2-TZVPD

## Properties
HOMO-LUMO gap = 8.68 eV
energy relative to the best compared isomer or geometry (same formula, charge and spin) = 0.000 eV
E_LUMO = 0.0104 Ha

XYZ file:
```
129
Properties=species:S:1:pos:R:3:lowdin_charge:R:1
C -0.15 4.56 0.25 -0.055
C 0.84 5.09 1.25 -0.444
C 2.26 5.03 0.79 -0.217
O 2.59 3.70 0.43 -0.248
C 4.01 3.53 0.18 -0.053
N 0.53 6.50 1.59 0.052
H -1.17 4.64 0.65 0.082
H 0.01 3.56 -0.15 0.060
H -0.07 5.25 -0.59 0.090
H 0.81 4.41 2.13 0.120
H 2.99 5.34 1.57 0.133
H 2.35 5.74 -0.06 0.141
H 4.58 3.56 1.12 0.094
H 4.39 4.31 -0.49 0.097
H 4.15 2.57 -0.31 0.068
H 0.98 6.86 2.42 0.068
H -0.45 6.73 1.57 0.064
C -2.72 2.07 -1.76 -0.055
C -3.65 1.59 -2.87 -0.430
C -3.11 0.34 -3.52 -0.199
O -4.09 -0.22 -4.41 -0.180
C -3.65 -1.40 -4.98 -0.137
N -5.01 1.42 -2.35 0.065
H -3.16 2.94 -1.26 0.085
H -1.74 2.34 -2.19 0.090
H -2.56 1.29 -1.02 0.041
H -3.66 2.40 -3.62 0.142
H -2.87 -0.38 -2.73 0.107
H -2.19 0.60 -4.08 0.120
H -3.44 -2.10 -4.16 0.074
H -2.75 -1.36 -5.62 0.090
H -4.49 -1.80 -5.52 0.084
H -5.07 0.93 -1.46 0.041
H -5.68 1.07 -3.01 0.072
C -7.98 0.81 -0.45 -0.058
C -7.70 -0.22 0.68 -0.452
C -6.53 -1.12 0.42 -0.227
O -5.37 -0.33 0.30 -0.220
C -4.20 -1.10 -0.02 -0.077
N -7.63 0.39 2.00 0.037
H -8.95 1.29 -0.25 0.074
H -7.92 0.47 -1.48 0.073
H -7.21 1.58 -0.34 0.066
H -8.53 -0.94 0.68 0.136
H -6.76 -1.58 -0.56 0.131
H -6.42 -1.92 1.17 0.131
H -4.28 -1.37 -1.10 0.093
H -4.16 -2.02 0.57 0.089
H -3.31 -0.50 0.16 0.071
H -8.44 0.93 2.28 0.068
H -6.80 0.99 2.02 0.073
C 1.05 0.46 0.86 -0.013
C 0.10 -0.04 -0.22 -0.393
C 0.69 -0.01 -1.59 -0.167
O -0.18 -0.68 -2.54 -0.240
C 0.28 -0.57 -3.88 -0.089
N -0.30 -1.42 0.09 0.060
H 1.34 1.52 0.73 0.076
H 1.93 -0.18 0.93 0.070
H 0.46 0.36 1.78 0.064
H -0.80 0.59 -0.28 0.113
H 1.63 -0.58 -1.58 0.107
H 0.89 1.02 -1.92 0.115
H 1.34 -0.85 -3.92 0.092
H 0.13 0.41 -4.35 0.092
H -0.28 -1.32 -4.44 0.077
H -0.57 -1.49 1.07 0.048
H -1.02 -1.88 -0.47 0.060
C 1.89 -1.88 4.29 -0.058
C 1.62 -2.98 3.23 -0.417
C 2.79 -3.86 2.93 -0.219
O 2.83 -4.29 1.60 -0.208
C 3.81 -5.19 1.29 -0.111
N 0.43 -3.75 3.63 0.047
H 1.99 -2.28 5.31 0.078
H 1.03 -1.21 4.28 0.054
H 2.75 -1.26 4.05 0.069
H 1.38 -2.48 2.28 0.123
H 2.64 -4.69 3.64 0.130
H 3.76 -3.40 3.17 0.132
H 3.77 -6.06 1.98 0.105
H 4.82 -4.75 1.22 0.083
H 3.50 -5.47 0.29 0.097
H 0.52 -4.29 4.49 0.075
H -0.43 -3.21 3.62 0.040
C 4.28 -0.48 -0.37 -0.079
C 5.47 -0.56 -1.24 -0.415
C 6.47 -1.66 -0.76 -0.221
O 5.91 -2.91 -0.93 -0.194
C 6.83 -3.95 -0.80 -0.122
N 5.07 -0.71 -2.66 0.046
H 4.55 -0.35 0.68 0.096
H 3.69 -1.39 -0.50 0.072
H 3.69 0.38 -0.69 0.053
H 6.07 0.36 -1.20 0.141
H 6.84 -1.49 0.28 0.136
H 7.33 -1.60 -1.46 0.124
H 6.20 -4.83 -0.91 0.080
H 7.33 -3.97 0.18 0.096
H 7.57 -4.00 -1.63 0.097
H 4.68 -1.65 -2.76 0.096
H 5.92 -0.70 -3.22 0.093
C -0.91 2.66 3.68 -0.103
C -1.21 3.81 4.53 -0.377
O -0.83 3.71 5.86 -0.052
H -1.06 2.85 2.62 0.070
H -1.59 1.85 3.99 0.069
H 0.11 2.31 3.85 0.086
H -2.27 4.10 4.42 0.124
H -0.58 4.63 4.16 0.106
H -1.51 3.30 6.40 0.087
O -1.45 -3.17 -2.81 -0.062
H -1.03 -2.32 -2.54 0.015
H -0.70 -3.69 -3.09 0.059
O -1.34 -4.21 -0.09 -0.076
H -0.37 -4.20 -0.05 0.019
H -1.55 -4.01 -1.01 -0.007
O 3.22 1.46 -2.97 -0.088
H 3.74 0.61 -2.91 0.017
H 3.44 1.83 -3.83 0.061
O -1.40 -1.19 3.04 -0.049
H -2.01 -1.91 2.88 0.051
H -1.82 -0.61 3.68 0.047
O 1.75 -3.01 -0.89 -0.092
H 2.17 -3.42 -0.12 -0.004
H 0.97 -2.54 -0.49 -0.018
O 1.72 3.53 -2.12 -0.080
H 2.23 2.74 -2.38 -0.033
H 1.94 3.63 -1.18 -0.030
```

---

C39H35F5N2O4S | wB97M-V/def2-TZVPD

## Properties
HOMO-LUMO gap = 9.02 eV
E_LUMO = 0.0079 Ha

XYZ file:
```
86
Properties=species:S:1:pos:R:3:lowdin_charge:R:1
N 7.17 3.98 2.24 0.127
C 6.40 3.72 1.27 -0.240
C 6.93 3.22 -0.04 -0.112
C 6.90 1.71 -0.20 -0.227
O 8.14 1.23 0.45 -0.160
S 7.92 -0.28 0.92 0.622
O 8.01 -0.40 2.33 -0.227
O 8.79 -1.15 0.22 -0.208
O 6.37 -0.46 0.45 -0.118
C 5.88 0.89 0.55 -0.278
C 4.41 1.10 0.40 -0.131
C 3.52 0.18 0.94 0.007
C 2.18 0.40 0.84 -0.150
N 1.56 1.44 0.26 0.102
C 2.45 2.28 -0.27 -0.140
C 3.82 2.18 -0.24 -0.009
H 6.60 4.31 3.02 0.056
H 5.32 3.89 1.37 0.113
H 7.94 3.59 -0.14 0.130
H 6.37 3.66 -0.87 0.114
H 7.06 1.40 -1.24 0.169
H 6.06 1.19 1.60 0.160
H 3.89 -0.71 1.45 0.128
H 1.52 -0.32 1.31 0.104
H 2.03 3.15 -0.75 0.095
H 4.42 2.95 -0.70 0.099
F 0.54 3.01 -2.31 0.038
C -0.79 2.88 -2.53 -0.276
C -1.55 4.01 -2.79 -0.018
C -2.91 3.86 -3.01 -0.080
C -3.49 2.60 -2.97 -0.092
C -2.71 1.48 -2.70 -0.079
C -1.35 1.62 -2.49 -0.008
H -1.07 4.98 -2.81 0.116
H -3.51 4.73 -3.22 0.104
H -4.55 2.49 -3.14 0.095
H -3.16 0.50 -2.67 0.096
H -0.72 0.76 -2.29 0.108
F 1.71 -2.93 0.05 0.053
C 0.39 -3.02 -0.16 -0.282
C -0.33 -1.87 -0.43 -0.016
C -1.69 -1.96 -0.66 -0.069
C -2.33 -3.20 -0.61 -0.088
C -1.59 -4.34 -0.33 -0.080
C -0.22 -4.26 -0.11 -0.017
H 0.18 -0.91 -0.47 0.087
H -2.27 -1.07 -0.88 0.085
H -3.39 -3.27 -0.78 0.091
H -2.08 -5.31 -0.28 0.105
H 0.37 -5.14 0.10 0.118
F -4.67 0.01 -0.48 0.047
C -5.88 -0.06 -1.08 -0.290
C -6.36 -1.29 -1.48 -0.011
C -7.61 -1.35 -2.09 -0.082
C -8.34 -0.19 -2.30 -0.102
C -7.84 1.03 -1.89 -0.075
C -6.60 1.10 -1.28 -0.028
H -5.77 -2.18 -1.31 0.107
H -8.01 -2.31 -2.39 0.105
H -9.31 -0.25 -2.77 0.092
H -8.41 1.94 -2.06 0.105
H -6.19 2.05 -0.95 0.117
F -10.47 -1.90 -1.37 0.049
C -11.79 -2.04 -1.59 -0.280
C -12.55 -0.91 -1.84 -0.019
C -13.91 -1.06 -2.07 -0.082
C -14.49 -2.32 -2.03 -0.096
C -13.71 -3.44 -1.77 -0.082
C -12.35 -3.30 -1.55 -0.016
H -12.07 0.06 -1.86 0.115
H -14.51 -0.19 -2.28 0.105
H -15.55 -2.42 -2.20 0.101
H -14.17 -4.42 -1.73 0.105
H -11.73 -4.16 -1.35 0.117
F 13.77 -1.00 6.67 0.049
C 12.59 -0.97 6.00 -0.293
C 12.01 -2.16 5.62 -0.023
C 10.80 -2.12 4.93 -0.077
C 10.20 -0.91 4.64 -0.087
C 10.81 0.28 5.03 -0.076
C 12.01 0.25 5.72 -0.023
H 12.50 -3.09 5.85 0.115
H 10.33 -3.05 4.63 0.105
H 9.26 -0.88 4.10 0.071
H 10.34 1.23 4.80 0.106
H 12.50 1.16 6.05 0.114
```

---

C4H13N2S | wB97M-V/def2-TZVPD

## Properties
2S+1 = 2
HOMO-LUMO gap (spin up / spin down) = 3.88 / 9.48 eV
energy relative to the best compared isomer or geometry (same formula, charge and spin) = 2.548 eV
E_LUMO (spin up / spin down) = 0.0208 / 0.0198 Ha

XYZ file:
```
20
Properties=species:S:1:pos:R:3:lowdin_spin:R:1
C -0.22 0.15 2.60 0.005
C -0.80 1.29 1.80 0.010
S 0.54 2.19 0.94 0.138
H 0.50 0.51 3.33 0.001
H 0.22 -0.61 1.96 0.003
H -1.01 -0.35 3.16 0.001
H -1.56 0.96 1.09 0.001
H -1.30 2.01 2.46 0.001
H -0.20 2.66 -0.08 0.021
C -0.43 -0.99 -1.42 0.073
C 0.86 -0.96 -1.73 0.135
N 1.61 0.29 -1.62 0.200
N -1.30 -2.03 -1.77 0.022
H -0.89 -0.16 -0.89 0.017
H 1.45 -1.78 -2.11 0.024
H 2.61 0.08 -1.38 0.116
H 1.56 0.93 -2.50 0.197
H 1.26 0.86 -0.84 0.033
H -0.83 -2.91 -1.91 0.002
H -2.06 -2.15 -1.10 0.001
```

---

C17H22ClN3O2 | wB97M-V/def2-TZVPD

## Properties
structure (SMILES) = CCn1cc([C@@H](C)NC(=O)COc2ccc(Cl)cc2C)c(C)n1
HOMO-LUMO gap = 9.02 eV
energy relative to the best compared isomer or geometry (same formula, charge and spin) = 0.564 eV
E_LUMO = 0.0208 Ha

XYZ file:
```
45
Properties=species:S:1:pos:R:3:nbo_charge:R:1
C 2.53 3.62 1.43 -0.611
C 2.34 2.29 0.70 -0.209
N 0.95 2.05 0.43 -0.162
C 0.01 1.55 1.26 -0.039
C -1.19 1.58 0.59 -0.165
C -2.48 1.04 1.15 -0.037
C -3.73 1.80 0.73 -0.622
N -2.58 -0.39 0.82 -0.613
C -2.87 -0.92 -0.38 0.656
O -3.41 -0.36 -1.31 -0.633
C -2.48 -2.41 -0.47 -0.165
O -1.34 -2.73 0.29 -0.518
C -0.14 -2.15 -0.05 0.354
C 0.03 -1.25 -1.09 -0.293
C 1.28 -0.72 -1.35 -0.219
C 2.35 -1.08 -0.56 -0.049
Cl 3.93 -0.43 -0.87 -0.007
C 2.19 -1.98 0.49 -0.230
C 0.95 -2.52 0.76 -0.060
C 0.74 -3.49 1.88 -0.626
C -0.88 2.11 -0.68 0.153
C -1.75 2.37 -1.85 -0.660
N 0.42 2.38 -0.74 -0.282
H 3.59 3.80 1.60 0.213
H 2.01 3.62 2.38 0.204
H 2.13 4.43 0.82 0.218
H 2.73 1.47 1.31 0.204
H 2.85 2.31 -0.25 0.230
H 0.26 1.23 2.25 0.212
H -2.40 1.07 2.24 0.204
H -4.59 1.45 1.29 0.212
H -3.93 1.66 -0.33 0.244
H -3.59 2.86 0.93 0.214
H -2.08 -1.00 1.44 0.402
H -2.35 -2.67 -1.53 0.205
H -3.29 -3.02 -0.06 0.219
H -0.79 -0.95 -1.71 0.235
H 1.41 -0.01 -2.15 0.241
H 3.04 -2.26 1.10 0.224
H 1.69 -3.75 2.35 0.215
H 0.08 -3.07 2.63 0.217
H 0.27 -4.40 1.50 0.228
H -2.38 1.51 -2.07 0.248
H -1.13 2.60 -2.71 0.229
H -2.40 3.23 -1.66 0.218
```

---

C41H51BBr4I3N6O3 | wB97M-V/def2-TZVPD

## Properties
HOMO-LUMO gap = 5.10 eV
net charge = +1
E_LUMO = -0.1609 Ha

XYZ file:
```
109
Properties=species:S:1:pos:R:3:lowdin_charge:R:1
C 0.10 -5.25 4.37 0.163
C 0.29 -5.19 3.19 -0.114
C 0.47 -5.13 1.75 -0.132
C 0.02 -3.78 1.21 -0.076
C 0.99 -2.84 0.94 -0.167
C 2.44 -3.08 1.24 -0.099
C 3.24 -3.71 0.11 -0.763
O 4.37 -4.01 0.21 0.067
I 2.21 -4.17 -1.76 0.932
C 0.63 -1.66 0.34 0.013
B 1.82 -0.58 0.12 -0.682
O 2.34 -0.06 1.29 0.189
O 2.24 -0.29 -1.12 0.085
C 3.50 0.39 -1.35 -0.170
C 4.66 -0.59 -1.31 -0.030
N -0.66 -1.42 0.00 0.070
C -0.77 -0.08 -0.64 -0.625
Br -1.92 0.10 -2.19 0.813
C -0.77 1.06 0.44 -0.719
C -1.14 0.65 1.87 -0.122
Br -1.73 2.65 -0.10 0.757
C -1.67 -2.32 0.31 -0.151
C -3.14 -2.08 -0.01 -0.641
Br -3.53 -2.76 -1.81 0.775
C -3.85 -0.75 0.33 -0.750
C -5.16 -0.56 -0.43 -0.188
Br -4.33 -0.67 2.22 0.718
C -1.33 -3.50 0.94 -0.148
C -2.31 -4.56 1.40 -0.688
I -3.56 -3.85 3.01 0.964
C -2.95 -5.50 0.36 -0.748
C -2.15 -5.62 -0.94 -0.177
I -5.09 -5.33 0.01 0.922
H -0.16 -5.29 5.40 0.048
H 1.48 -5.36 1.45 0.116
H -0.13 -5.91 1.29 0.126
H 2.57 -3.77 2.07 0.139
H 2.95 -2.17 1.58 0.132
H 2.50 0.88 1.25 0.123
H 3.64 1.23 -0.68 0.106
H 3.43 0.79 -2.35 0.129
H 4.30 -1.57 -1.62 0.060
H 5.13 -0.64 -0.33 0.090
H 5.40 -0.29 -2.05 0.090
H 0.13 0.09 -1.20 0.048
H 0.25 1.41 0.47 0.056
H -1.69 -0.28 1.94 0.018
H -0.24 0.54 2.45 0.089
H -1.74 1.42 2.34 0.065
H -3.68 -2.82 0.58 -0.049
H -3.26 0.13 0.15 0.007
H -4.98 -0.27 -1.46 0.046
H -5.80 -1.42 -0.35 0.080
H -5.69 0.27 0.03 0.068
H -1.77 -5.24 2.03 0.013
H -2.93 -6.49 0.80 0.066
H -1.36 -6.35 -0.79 0.084
H -2.78 -6.00 -1.74 0.064
H -1.70 -4.69 -1.28 0.021
N 3.91 4.17 -1.48 -0.004
C 5.24 4.11 -1.13 -0.145
C 5.98 4.35 -2.25 -0.106
C 5.07 4.57 -3.33 -0.116
C 3.80 4.45 -2.82 -0.133
H 3.14 4.04 -0.86 0.131
H 5.54 3.90 -0.12 0.082
H 7.05 4.37 -2.30 0.099
H 5.32 4.79 -4.35 0.103
H 2.84 4.54 -3.30 0.110
N -5.71 2.39 -3.20 -0.007
C -6.14 2.06 -4.46 -0.143
C -7.48 2.33 -4.52 -0.105
C -7.87 2.85 -3.26 -0.105
C -6.76 2.88 -2.47 -0.147
H -4.77 2.30 -2.87 0.123
H -5.46 1.66 -5.19 0.104
H -8.11 2.18 -5.38 0.093
H -8.86 3.17 -2.97 0.093
H -6.62 3.20 -1.45 0.104
N 6.49 9.10 -3.57 0.003
C 5.76 7.94 -3.52 -0.143
C 4.62 8.13 -4.26 -0.115
C 4.67 9.45 -4.77 -0.111
C 5.83 10.02 -4.33 -0.140
H 7.37 9.24 -3.11 0.143
H 6.11 7.08 -2.97 0.085
H 3.84 7.40 -4.41 0.080
H 3.93 9.93 -5.40 0.090
H 6.24 11.00 -4.49 0.107
N -6.44 -6.90 3.17 -0.013
C -7.15 -6.36 4.21 -0.149
C -7.65 -7.39 4.96 -0.108
C -7.23 -8.60 4.35 -0.108
C -6.49 -8.27 3.25 -0.144
H -5.97 -6.38 2.46 -0.002
H -7.24 -5.29 4.32 0.102
H -8.26 -7.28 5.84 0.091
H -7.45 -9.60 4.68 0.091
H -5.99 -8.88 2.52 0.103
N 5.12 4.30 2.66 -0.012
C 4.80 3.96 3.95 -0.148
C 5.88 4.24 4.74 -0.105
C 6.90 4.76 3.90 -0.101
C 6.40 4.79 2.62 -0.143
H 4.52 4.21 1.87 0.112
H 3.83 3.56 4.20 0.099
H 5.94 4.08 5.80 0.094
H 7.89 5.08 4.20 0.095
H 6.84 5.13 1.70 0.103
```

---

no.,energy (a.u.)
1,-249.35766
2,-363.69003
3,-949.82924
4,-2347.55849
5,-2815.05158
6,-667.75067
7,-1435.95899
8,-13360.85516